No. 1
This record from OMol25 describes C23H48AsBr3F9N7O11Y as an isolated structure at a distorted geometry. The level of theory is ωB97M-V with the def2-TZVPD basis set.

## Properties
- electronic energy (eV) = -354047.7246
- orbital gap (eV) = 5.1
- total charge = +1
- molar mass (g/mol) = 1173.20

The geometry in XYZ format:
```
103
Properties=species:S:1:pos:R:3:forces:R:3
Y -2.6016 -2.7308 -1.7719 1.9 4.3 1.8
As -0.3071 0.2189 0.0011 -0.4 3.3 0.5
F -0.1035 -1.0797 1.1759 -0.4 0.6 -0.6
F 0.7695 1.2526 0.9970 -1.1 -1.4 -1.6
F -0.4802 1.5377 -1.2535 -0.2 -2.1 1.3
F -1.4696 -0.8729 -0.9126 0.8 0.7 0.5
F -1.7398 0.9389 0.8633 1.7 -1.5 -1.3
F 1.0224 -0.3788 -0.9884 -0.7 -0.1 0.8
N -4.4417 0.1292 -0.9241 -1.9 2.5 2.4
O -4.9764 -0.2861 0.1070 -0.2 -0.5 1.1
O -3.9834 -0.7233 -1.6705 2.3 -3.5 -3.6
O -4.4326 1.3207 -1.1930 0.6 -0.6 -0.5
C -1.0414 5.3739 -0.2782 1.1 0.5 0.7
C 0.4952 5.1726 -0.3985 -0.2 1.9 0.0
O 1.3182 6.0657 -0.2168 -0.8 -0.1 0.2
N 0.8799 3.9651 -0.7659 0.7 -1.9 -1.2
C 2.2867 3.5482 -0.9938 -1.3 0.0 0.0
H -1.5956 4.4357 -0.3042 -0.1 0.1 -0.3
H -1.3952 6.1461 -0.9614 0.1 -0.5 -0.5
H -1.2202 5.8752 0.6730 0.1 -0.3 0.3
H 0.1882 3.2647 -0.9922 0.1 0.3 0.2
H 2.2100 2.6527 -1.6105 0.1 -0.5 0.5
H 2.7153 3.3857 -0.0048 0.5 -0.1 -0.5
H 2.8851 4.1903 -1.6401 -0.2 0.7 0.6
C -7.0310 0.4789 2.9300 -0.5 -0.9 0.0
C -6.1055 1.6142 3.0574 1.2 0.8 1.3
O -6.1485 2.3869 3.9967 -0.6 0.6 0.6
N -5.1360 1.7263 2.1458 -0.6 -0.9 -1.3
C -4.1283 2.7321 2.0948 1.2 -0.9 0.1
H -7.2054 -0.0204 3.8832 0.1 0.4 0.2
H -6.6111 -0.2808 2.2707 -0.5 0.1 -0.5
H -7.9848 0.9030 2.6163 -0.1 -0.4 -0.3
H -5.0261 0.9861 1.4676 -0.4 0.2 -0.2
H -3.2559 2.1906 2.4603 0.6 0.7 0.9
H -4.3543 3.6327 2.6658 0.0 -0.3 -0.3
H -3.7977 2.8490 1.0627 -0.7 0.8 -0.2
C 1.0248 -5.2811 -1.2442 0.0 1.0 1.2
C 0.5791 -3.9628 -0.5164 0.9 -1.7 -0.9
O -0.4254 -3.3528 -0.9076 -2.4 0.2 -1.3
N 1.2447 -3.4460 0.4957 1.5 0.0 1.0
C 2.5217 -3.8760 1.1295 -0.3 -0.9 -0.6
H 0.2009 -5.8099 -1.7235 -0.1 0.4 0.1
H 1.4788 -5.9544 -0.5172 0.1 0.0 -0.1
H 1.7567 -5.0385 -2.0146 0.0 0.1 0.1
H 0.8485 -2.5887 0.8538 -0.1 0.2 -0.1
H 2.7443 -3.3983 2.0837 -0.7 0.2 -0.1
H 3.4086 -3.6898 0.5238 -0.3 0.1 -0.4
H 2.4562 -4.9528 1.2852 0.2 0.0 0.2
C -2.2782 0.6628 -4.6800 0.9 -0.5 0.4
C -1.2617 -0.4139 -4.1534 0.9 2.6 -2.2
O -1.6942 -1.3588 -3.4936 -1.2 -2.8 1.6
N 0.0336 -0.3227 -4.4879 0.5 0.5 0.6
C 0.6842 0.7881 -5.2061 -1.8 0.8 -0.6
H -2.6111 1.2633 -3.8335 -0.3 -0.4 0.2
H -3.1061 0.1358 -5.1543 -0.1 0.0 0.4
H -1.9337 1.4074 -5.3977 0.6 -0.4 0.0
H 0.7020 -1.0333 -4.2263 -0.5 -0.9 0.5
H 0.2181 0.7257 -6.1895 0.5 0.6 -0.3
H 1.7681 0.8520 -5.3028 -0.1 -1.2 0.4
H 0.4308 1.7422 -4.7440 -0.3 0.0 0.0
C -2.1620 -4.0458 2.3869 -0.1 1.7 -0.8
C -2.7405 -2.7688 1.7077 -1.2 -0.5 1.3
O -2.9000 -2.7719 0.4633 0.0 -0.6 -2.2
N -3.2856 -1.7750 2.4081 1.1 -0.6 -2.0
C -3.1401 -1.4925 3.7807 0.2 0.1 1.6
H -2.9949 -4.6978 2.6502 0.0 0.2 0.4
H -1.5457 -3.7281 3.2279 -0.1 -0.5 0.1
H -1.5818 -4.5745 1.6307 0.2 0.2 0.1
H -3.7491 -1.0468 1.8837 0.0 0.0 -0.7
H -3.5137 -2.3582 4.3275 -0.1 0.4 0.6
H -3.6680 -0.5593 3.9771 -0.4 -0.4 0.2
H -2.1232 -1.2444 4.0847 0.2 -0.4 -0.2
C 3.6691 -3.8621 -4.2091 -1.2 0.1 1.1
C 2.5810 -2.8911 -3.6186 -1.2 -0.6 -1.2
O 1.3979 -2.8880 -4.0584 2.0 -0.1 0.7
N 2.9342 -2.0537 -2.6339 1.4 0.0 1.1
C 4.2773 -1.8679 -2.0540 -0.2 0.7 0.0
H 4.1598 -3.4434 -5.0877 0.0 0.0 0.2
H 3.1714 -4.7989 -4.4596 -0.3 0.3 -0.5
H 4.3696 -4.2141 -3.4519 0.4 0.6 0.0
H 2.2761 -1.4479 -2.1648 -0.7 -0.3 -0.5
H 4.5360 -2.4347 -1.1596 -0.2 -1.0 -0.4
H 4.2761 -0.8840 -1.5849 0.1 0.4 -0.6
H 5.0398 -1.9066 -2.8319 0.0 -0.1 0.3
C 3.3910 -0.3593 2.1805 0.0 0.7 -0.3
C 3.6303 1.0449 1.5846 -0.6 -0.2 0.6
O 4.9093 1.4564 2.0832 1.4 1.1 0.2
C 5.3218 2.7443 1.9165 -3.6 0.3 -2.9
O 4.7629 3.5692 1.1712 1.7 -2.5 2.5
C 6.5690 3.0925 2.6947 0.3 0.6 -2.1
F 6.2912 3.9465 3.6321 -0.4 0.2 2.0
F 7.2685 2.0531 3.0602 0.1 -1.0 1.4
F 7.3453 3.7504 1.8510 0.9 0.7 -1.1
H 4.0481 -1.0351 1.6331 0.2 -0.2 0.4
H 2.3696 -0.7226 2.0670 -0.1 0.4 -0.3
H 3.5844 -0.3492 3.2531 0.3 -0.1 -0.1
H 2.9356 1.8111 1.9289 -0.3 -0.3 -0.2
H 3.6077 0.9791 0.4969 0.2 0.3 -0.1
C -0.5719 3.1748 2.8188 1.4 0.7 1.6
Br 1.3604 3.9341 2.8539 -1.8 -0.7 -0.5
Br -1.6557 4.4996 3.7794 0.4 -0.8 -0.5
Br -0.4536 1.4365 3.7922 -0.4 1.0 -0.4
H -0.9860 3.0310 1.8208 0.5 0.0 0.2
```
Forces are in eV/Å.

=====

No. 2
This record from OMol25 describes C23H48GaGeN4OS2Si2Te as an isolated structure at a distorted geometry. The level of theory is ωB97M-V with the def2-TZVPD basis set.

## Properties
- electronic energy (eV) = -186224.9577
- orbital gap (eV) = 7.1
- total charge = +3
- molar mass (g/mol) = 786.90

The geometry in XYZ format:
```
83
Properties=species:S:1:pos:R:3:forces:R:3
Ga -1.1287 -1.5624 -0.2949 0.3 0.4 2.0
S -1.6237 0.7499 0.6393 0.5 -0.6 -0.6
C -3.2186 0.7853 1.2604 -0.8 -0.4 -0.2
N -4.1997 -0.0166 0.8911 0.6 0.2 0.0
C -5.4504 0.0878 1.6263 -0.6 -0.2 0.3
C -5.4335 1.4319 2.3537 0.0 0.3 0.0
S -3.6800 1.9565 2.4219 0.1 -0.2 0.0
H -4.0460 -0.8338 0.3085 0.1 0.2 0.0
H -5.5170 -0.7518 2.3294 0.0 0.2 -0.1
H -6.2968 0.0312 0.9363 0.2 0.0 0.1
H -5.8130 1.3608 3.3711 0.0 0.0 -0.1
H -5.9772 2.2133 1.8223 0.0 -0.1 0.0
C 2.6096 0.1724 -2.8868 0.1 -0.6 -0.3
Si 2.8267 -1.6113 -3.5634 0.1 -0.1 0.4
C 1.9580 -1.8348 -5.2465 0.4 0.0 0.7
C 4.5851 -2.2880 -3.4056 -0.7 0.3 -0.2
C 1.6903 -2.6091 -2.3040 0.7 0.4 -0.5
Te -0.2119 -1.8112 -2.7454 -0.5 -0.4 0.5
C -1.2504 -3.5456 -3.3960 -0.8 0.1 -0.1
Si -3.0940 -3.0286 -3.8127 0.2 0.1 0.0
C -2.8573 -1.5337 -4.9710 -0.2 -0.6 0.4
C -3.8087 -2.4399 -2.1254 0.4 -0.3 -0.4
C -4.0035 -4.5308 -4.5019 0.4 0.6 0.2
H 2.7790 0.9200 -3.6562 0.0 0.1 -0.1
H 3.3204 0.3776 -2.0903 0.1 -0.1 0.2
H 1.6006 0.3318 -2.4833 0.1 0.1 -0.1
H 2.4767 -1.2968 -6.0340 0.1 0.2 -0.1
H 0.9299 -1.4615 -5.2296 0.0 0.1 -0.1
H 1.9291 -2.8779 -5.5511 0.0 -0.2 0.0
H 5.2374 -1.7631 -4.0966 0.1 0.1 -0.1
H 4.6368 -3.3458 -3.6496 -0.1 -0.1 -0.1
H 4.9948 -2.1594 -2.4066 -0.1 0.1 0.1
H 1.9636 -2.3912 -1.2745 -0.1 0.1 0.1
H 1.6922 -3.6837 -2.4680 -0.3 -0.1 0.0
H -1.1518 -4.3442 -2.6622 0.1 0.1 0.1
H -0.7346 -3.8509 -4.3072 0.1 0.1 -0.1
H -2.4114 -0.6698 -4.4701 -0.1 0.0 0.0
H -3.8028 -1.2025 -5.3901 -0.2 0.0 0.0
H -2.2225 -1.7949 -5.8152 0.1 -0.1 -0.1
H -3.4503 -1.4336 -1.8698 0.0 0.1 -0.1
H -3.5455 -3.1334 -1.3215 0.0 -0.1 0.0
H -4.8940 -2.3965 -2.1707 -0.2 0.1 0.0
H -3.5099 -4.9237 -5.3867 0.1 0.0 -0.1
H -5.0166 -4.2682 -4.7923 -0.2 0.1 0.0
H -4.0754 -5.3402 -3.7790 0.1 0.0 0.2
C 2.8987 4.3739 0.4720 -0.2 0.3 -0.1
C 1.6699 5.1766 0.0903 -0.1 0.0 0.2
C 0.6685 5.2595 1.2392 0.2 0.1 -0.2
C -0.1939 4.0040 1.3927 0.2 -0.8 0.3
Ge 0.8518 2.3008 1.6253 0.5 0.5 0.1
C 1.7575 1.6833 3.3249 -0.6 0.2 -0.6
C 2.8399 2.6595 3.8025 0.2 0.0 -0.1
C 3.5688 2.1299 5.0437 -0.2 0.2 0.1
C 2.6976 2.1093 6.2913 0.1 -0.1 -0.1
H 3.5739 4.2691 -0.3723 0.1 -0.3 0.0
H 2.6210 3.3511 0.8081 0.2 -0.2 0.0
H 3.4355 4.8533 1.2870 0.0 -0.1 0.1
H 1.1922 4.7451 -0.7928 0.0 0.1 -0.1
H 1.9887 6.1862 -0.1705 0.0 0.0 -0.1
H -0.0204 6.0880 1.0638 0.0 0.0 0.1
H 1.2057 5.4718 2.1651 -0.1 0.1 0.1
H -0.8428 3.8820 0.5222 0.1 -0.1 0.1
H -0.8154 4.0911 2.2892 0.0 -0.1 -0.1
H 1.1784 1.4555 0.3411 -0.1 0.3 0.4
H 2.1843 0.6948 3.1460 -0.1 0.0 -0.1
H 0.9828 1.5886 4.0890 -0.1 0.0 -0.1
H 2.3852 3.6204 4.0536 0.0 0.1 -0.1
H 3.5808 2.8186 3.0165 -0.1 0.1 0.0
H 4.4155 2.7958 5.2213 0.1 -0.1 0.0
H 3.9690 1.1330 4.8455 0.1 0.0 -0.1
H 2.2920 3.0985 6.4881 -0.1 0.1 0.1
H 3.2898 1.8177 7.1531 0.0 0.0 0.1
H 1.8756 1.4017 6.2100 -0.1 -0.1 0.0
N 1.7577 -1.9628 2.7323 -0.2 -0.1 -0.3
C 0.5682 -2.0654 2.1396 0.2 0.3 -0.3
O 0.4634 -1.7399 0.8876 -0.1 -0.1 -0.3
C -0.5576 -2.4853 2.9100 0.6 0.0 0.4
C -0.4450 -2.6955 4.2998 -0.3 0.1 -0.4
N -0.3151 -2.7765 5.4332 0.2 -0.1 0.7
C -1.6597 -2.5421 2.1306 -1.0 0.3 -1.7
N -2.3244 -2.4211 1.1611 0.6 -0.2 0.1
H 2.5758 -1.7610 2.1762 -0.1 0.0 0.1
H 1.8811 -2.2933 3.6811 0.0 0.0 -0.1
```
Forces are in eV/Å.